(1)
Molecular formula: C18H25FN2O3
Method: DFT, ωB97M-V/def2-TZVPD

Results
**LUMO**: 0.5 eV
**DFT total energy**: -30912.68249 eV
**Kohn-Sham gap**: 8.51 eV
**Spin multiplicity**: 1
**ΔE to the lowest compared entry with this formula, charge and spin**: 99.43 kJ/mol

Last column: natural (NBO) charge in e.
Element x y z (Å)
C 4.62 -2.65 3.57  -0.6000
C 3.41 -2.94 2.71  -0.3876
C 3.80 -3.65 1.41  -0.4987
C 2.59 -3.94 0.54  0.5823
O 2.25 -5.09 0.35  -0.5507
C 1.85 -2.79 0.01  -0.2033
C 2.46 -1.54 -0.12  -0.2103
C 1.78 -0.46 -0.63  0.3072
F 2.49 0.70 -0.77  -0.3356
C 0.43 -0.52 -1.03  0.2171
N -0.22 0.55 -1.59  -0.4385
C -1.49 0.39 -2.25  -0.2257
C -2.66 0.63 -1.29  -0.2372
N -2.52 1.93 -0.68  -0.4536
C -3.39 2.92 -1.00  0.8959
O -4.39 2.75 -1.66  -0.6592
O -3.03 4.11 -0.46  -0.5331
C -3.94 5.18 -0.71  -0.0618
C -3.36 6.44 -0.10  -0.6228
C -1.24 2.14 -0.03  -0.2310
C -0.10 1.88 -1.03  -0.2247
C -0.15 -1.79 -0.90  -0.2910
C 0.51 -2.90 -0.41  0.0727
C -0.24 -4.19 -0.33  -0.6299
H 5.14 -3.57 3.83  0.2041
H 4.32 -2.16 4.50  0.2109
H 5.32 -2.00 3.05  0.2002
H 2.71 -3.57 3.26  0.2042
H 2.89 -2.00 2.47  0.2029
H 4.27 -4.60 1.65  0.2289
H 4.53 -3.04 0.86  0.2107
H 3.49 -1.39 0.13  0.2279
H -1.54 1.15 -3.05  0.2067
H -1.55 -0.59 -2.72  0.2172
H -2.66 -0.13 -0.50  0.1925
H -3.62 0.60 -1.82  0.2514
H -4.08 5.29 -1.79  0.1890
H -4.91 4.93 -0.27  0.1866
H -3.23 6.31 0.97  0.2113
H -4.04 7.27 -0.27  0.2176
H -2.40 6.67 -0.54  0.2107
H -1.16 1.43 0.80  0.1928
H -1.19 3.16 0.35  0.2396
H -0.17 2.61 -1.85  0.1973
H 0.85 2.02 -0.53  0.2333
H -1.19 -1.91 -1.18  0.2086
H -0.12 -4.65 0.65  0.2332
H -1.30 -4.05 -0.53  0.2010
H 0.17 -4.90 -1.05  0.2411

***

(2)
Molecular formula: C18H25N2O3ReSbSe4
Method: DFT, ωB97M-V/def2-TZVPD

Results
**LUMO**: -12.3 eV
**DFT total energy**: -298220.04554 eV
**Total charge**: +3
**Kohn-Sham gap**: 6.22 eV
**Spin multiplicity**: 1
**ΔE to the lowest compared entry with this formula, charge and spin**: 0.00 kJ/mol

Last column: natural (NBO) charge in e.
Element x y z (Å)
Re 0.07 -0.69 -1.38  0.4078
C 0.16 -4.15 0.78  -0.6177
C 0.91 -2.91 1.26  -0.2683
C 2.09 -3.31 2.17  -0.5975
C 1.48 -2.05 0.15  0.0084
C 2.08 -0.81 0.43  -0.0616
C 2.79 -0.08 -0.53  -0.1468
C 2.87 -0.51 -1.85  0.0947
C 3.61 0.26 -2.89  -0.6658
C 2.15 -1.68 -2.19  -0.1979
C 1.50 -2.47 -1.21  -0.2900
H -0.25 -4.67 1.64  0.2672
H 0.82 -4.84 0.26  0.2291
H -0.68 -3.91 0.13  0.1922
H 0.24 -2.28 1.85  0.2274
H 2.87 -3.82 1.60  0.2281
H 1.73 -4.01 2.93  0.2602
H 2.53 -2.46 2.68  0.2230
H 2.03 -0.43 1.44  0.2669
H 3.27 0.85 -0.24  0.2839
H 2.92 0.98 -3.35  0.2582
H 3.99 -0.38 -3.67  0.2675
H 4.43 0.83 -2.45  0.2778
H 2.17 -2.04 -3.21  0.2810
H 1.12 -3.43 -1.50  0.2902
Se -1.10 -1.80 -5.98  -0.0832
Sb -2.29 -0.35 -4.73  1.0259
Se -1.80 -1.95 -1.71  0.7580
Se 0.15 0.71 -3.12  0.2374
Se -3.98 0.95 -4.01  -0.0921
C -1.86 3.66 -0.89  -0.6194
C -1.32 3.74 0.53  -0.3720
C -1.35 2.39 1.29  -0.2737
C -0.74 2.55 2.70  -0.3657
C -0.71 1.26 3.50  -0.6240
C -2.81 1.98 1.44  0.7171
O -3.60 2.54 2.11  -0.4333
N -3.28 0.84 0.67  -0.5969
C -2.50 0.07 -0.07  0.8225
O -3.02 -0.89 -0.74  -0.6017
N -1.16 0.29 -0.15  -0.6716
C -0.54 1.40 0.50  0.7496
O 0.64 1.49 0.28  -0.5750
H -1.81 4.63 -1.38  0.2679
H -2.91 3.36 -0.92  0.2084
H -1.28 2.96 -1.51  0.1701
H -1.91 4.44 1.12  0.2612
H -0.29 4.09 0.54  0.2427
H -1.33 3.31 3.21  0.2599
H 0.27 2.95 2.57  0.2371
H -1.71 0.86 3.68  0.2195
H -0.27 1.42 4.48  0.2674
H -0.11 0.48 3.01  0.1732
H -4.27 0.62 0.74  0.4727

***

(3)
Molecular formula: C18H25N2O6P
Method: DFT, ωB97M-V/def2-TZVPD

Results
**LUMO**: -0.1 eV
**DFT total energy**: -43611.12224 eV
**Kohn-Sham gap**: 7.48 eV
**Spin multiplicity**: 1
**ΔE to the lowest compared entry with this formula, charge and spin**: 68.21 kJ/mol

Last column: natural (NBO) charge in e.
Element x y z (Å)
C -1.63 3.50 0.07  -0.6269
C -2.63 2.47 0.37  -0.0830
O -2.34 2.16 1.67  -0.7756
P -1.03 1.28 2.29  2.2746
O -1.32 0.58 3.66  -1.0347
O 0.33 2.43 2.25  -0.7883
C 0.57 3.03 3.55  -0.0677
C -0.57 4.07 3.82  -0.5554
C -0.46 0.19 0.97  -0.4488
N -1.25 0.12 -0.24  -0.4391
C -0.51 -0.83 -1.04  0.4670
C -0.99 -1.21 -2.29  -0.1580
C 0.00 -2.27 -3.08  -0.1397
C -0.43 -2.47 -4.41  -0.2546
C -1.92 -2.39 -4.68  0.3037
O -2.30 -2.55 -5.91  -0.4855
C -1.61 -3.35 -6.78  -0.2770
C -2.57 -1.40 -4.02  -0.2331
C -2.12 -1.00 -2.67  -0.1391
O 0.76 -1.03 -0.55  -0.4077
C 0.62 -0.45 0.66  0.5099
N 1.83 -0.65 1.46  -0.4434
C 3.03 -1.62 0.79  -0.1420
C 4.23 -1.34 1.79  -0.0682
O 3.97 -1.89 3.17  -0.5808
C 2.54 -1.64 3.70  -0.0125
C 1.96 -0.39 2.74  -0.2330
H -1.45 4.35 0.96  0.2144
H -1.81 3.98 -0.92  0.2080
H -0.53 3.11 -0.07  0.2205
H -3.53 2.87 0.49  0.1794
H -2.66 1.74 -0.29  0.2099
H 1.54 3.28 3.48  0.1837
H 0.51 2.29 4.27  0.1835
H -0.15 4.38 4.90  0.1999
H -1.36 3.66 3.94  0.1676
H -0.58 5.01 3.01  0.2058
H 0.97 -2.39 -2.75  0.2074
H -0.04 -3.19 -4.97  0.1950
H -1.18 -4.35 -6.27  0.1729
H -0.64 -2.98 -7.26  0.1802
H -2.23 -3.61 -7.78  0.2129
H -3.61 -1.24 -4.22  0.2133
H -3.00 -0.35 -2.23  0.2425
H 3.16 -1.38 -0.04  0.1484
H 2.69 -2.64 0.89  0.1885
H 4.98 -2.19 1.63  0.2189
H 4.45 -0.41 1.75  0.1638
H 2.25 -2.36 3.32  0.1433
H 2.57 -1.32 4.75  0.2059
H 2.40 0.68 2.96  0.1599
H 1.08 -0.28 3.15  0.2132

***

(4)
Molecular formula: C18H25N3O4
Method: DFT, ωB97M-V/def2-TZVPD

Results
**LUMO**: 0.8 eV
**DFT total energy**: -31732.48477 eV
**Kohn-Sham gap**: 9.19 eV
**Spin multiplicity**: 1
**ΔE to the lowest compared entry with this formula, charge and spin**: 183.60 kJ/mol

Last column: natural (NBO) charge in e.
Element x y z (Å)
O 3.13 -0.68 -1.85  -0.6522
C 1.98 -0.67 -2.25  0.6764
C 1.39 -1.79 -3.09  -0.4760
C 0.89 -2.90 -2.15  -0.4817
C 0.00 -2.23 -1.11  0.7083
O -1.01 -1.65 -1.49  -0.6558
N 0.38 -2.23 0.19  -0.4397
C 1.57 -2.81 0.77  -0.2400
C 2.49 -1.67 1.23  -0.0892
O 1.85 -0.87 2.20  -0.4996
C 0.50 -0.74 2.10  0.3401
C -0.12 0.08 3.04  -0.2748
C -1.49 0.25 3.03  -0.1976
C -2.26 -0.40 2.09  -0.2263
C -1.66 -1.22 1.15  -0.1884
C -0.28 -1.39 1.14  0.0280
N 1.11 0.31 -1.95  -0.6262
C 1.43 1.39 -1.05  -0.2605
C 0.64 2.67 -1.38  -0.2119
N -0.65 2.82 -0.75  -0.4517
C -0.61 3.03 0.68  -0.2489
C -2.00 3.46 1.15  -0.0707
O -2.97 2.49 0.83  -0.5277
C -2.99 2.26 -0.56  -0.0671
C -1.63 1.80 -1.08  -0.2715
H 0.56 -1.41 -3.69  0.2242
H 2.16 -2.19 -3.75  0.2376
H 1.74 -3.43 -1.74  0.2138
H 0.27 -3.60 -2.72  0.2416
H 1.27 -3.40 1.64  0.2089
H 2.10 -3.44 0.07  0.2246
H 2.78 -1.06 0.37  0.2135
H 3.39 -2.06 1.71  0.1966
H 0.51 0.57 3.77  0.2245
H -1.95 0.90 3.76  0.2169
H -3.33 -0.26 2.07  0.2220
H -2.26 -1.74 0.42  0.2429
H 0.13 0.18 -2.18  0.4215
H 2.51 1.57 -1.15  0.2321
H 1.24 1.10 -0.01  0.1945
H 0.49 2.72 -2.46  0.1999
H 1.24 3.54 -1.08  0.2042
H 0.11 3.82 0.91  0.2010
H -0.33 2.11 1.23  0.1782
H -2.03 3.57 2.23  0.1893
H -2.26 4.42 0.67  0.1658
H -3.74 1.48 -0.73  0.1928
H -3.29 3.18 -1.09  0.1652
H -1.68 1.69 -2.16  0.1996
H -1.39 0.83 -0.62  0.1937

***

(5)
Molecular formula: C18H25NO3
Method: DFT, ωB97M-V/def2-TZVPD

Results
**LUMO**: 0.7 eV
**DFT total energy**: -26703.95008 eV
**Kohn-Sham gap**: 9.00 eV
**Spin multiplicity**: 1
**ΔE to the lowest compared entry with this formula, charge and spin**: 238.76 kJ/mol

Last column: natural (NBO) charge in e.
Element x y z (Å)
C -1.16 1.50 -3.98  -0.6123
C -2.31 1.30 -2.99  -0.2433
C -2.29 -0.15 -2.47  -0.6095
C -2.22 2.33 -1.87  -0.0600
O -1.03 2.04 -1.05  -0.5289
C -1.17 1.40 0.14  0.9275
O -2.23 1.13 0.68  -0.6495
N 0.01 0.91 0.79  -0.5034
C 1.27 1.03 0.19  0.2572
C 1.52 0.64 -1.15  -0.2440
C 2.78 0.85 -1.69  -0.1959
C 3.83 1.41 -0.97  -0.2293
C 3.62 1.71 0.38  -0.1744
C 2.35 1.53 0.97  -0.1305
C 2.16 1.71 2.41  -0.1828
C 1.01 1.24 3.01  -0.1828
C -0.07 0.58 2.23  0.2246
O 0.14 -0.81 2.34  -0.5516
C -1.03 -1.66 2.30  -0.0650
C -0.65 -3.13 2.05  -0.2354
C 0.51 -3.56 2.97  -0.6048
C -0.17 -3.27 0.60  -0.6108
H -1.38 2.36 -4.57  0.2057
H -1.12 0.66 -4.72  0.2077
H -0.19 1.61 -3.45  0.2183
H -3.23 1.39 -3.54  0.2082
H -1.31 -0.46 -2.00  0.2018
H -3.11 -0.28 -1.71  0.2210
H -2.46 -0.81 -3.32  0.2113
H -2.15 3.32 -2.27  0.1946
H -3.13 2.35 -1.28  0.2104
H 0.79 0.16 -1.77  0.2205
H 2.97 0.66 -2.74  0.2103
H 4.82 1.57 -1.43  0.2158
H 4.48 2.15 0.88  0.2137
H 2.96 2.09 3.00  0.2158
H 0.87 1.25 4.09  0.2159
H -1.03 0.90 2.67  0.2213
H -1.78 -1.34 1.58  0.1910
H -1.54 -1.53 3.27  0.1666
H -1.50 -3.82 2.21  0.2062
H 0.73 -4.62 2.80  0.2008
H 0.23 -3.43 4.01  0.2049
H 1.42 -3.02 2.72  0.2187
H -1.03 -3.21 -0.10  0.2013
H 0.32 -4.23 0.43  0.2069
H 0.51 -2.47 0.34  0.2161

***

(6)
Molecular formula: C18H25NO3
Method: DFT, ωB97M-V/def2-TZVPD

Results
**LUMO**: 0.6 eV
**DFT total energy**: -26706.23146 eV
**Kohn-Sham gap**: 9.27 eV
**Spin multiplicity**: 1
**ΔE to the lowest compared entry with this formula, charge and spin**: 18.64 kJ/mol

Last column: natural (NBO) charge in e.
Element x y z (Å)
C -5.74 1.80 -1.40  -0.6244
C -4.53 1.86 -0.51  -0.0333
C -4.35 2.92 0.38  -0.2047
C -3.25 2.95 1.21  -0.1930
C -2.28 1.96 1.19  -0.0127
C -1.13 2.00 2.15  -0.6405
C -2.44 0.92 0.27  0.1286
N -1.51 -0.14 0.18  -0.6260
C -0.17 0.00 -0.06  0.7135
O 0.37 1.08 -0.15  -0.6365
C 0.53 -1.34 -0.24  -0.3191
C 0.87 -1.52 -1.73  -0.3953
C 2.15 -0.70 -1.90  -0.3998
C 2.93 -0.84 -0.57  -0.1631
C 3.50 0.52 -0.17  -0.6079
C 4.12 -1.78 -0.70  0.8201
O 5.08 -1.78 0.03  -0.6083
O 4.04 -2.64 -1.73  -0.6996
C 1.91 -1.45 0.46  0.0322
C 1.92 -0.75 1.82  -0.6302
C 2.18 -2.94 0.72  -0.6315
C -3.56 0.87 -0.55  -0.1831
H -5.90 2.76 -1.88  0.2194
H -5.63 1.04 -2.16  0.2124
H -6.62 1.57 -0.80  0.2196
H -5.09 3.71 0.42  0.2077
H -3.14 3.77 1.91  0.2096
H -1.33 2.70 2.95  0.2121
H -0.95 1.01 2.57  0.2152
H -0.23 2.31 1.63  0.2502
H -1.92 -1.05 0.01  0.3987
H -0.13 -2.13 0.12  0.2102
H 1.05 -2.57 -1.95  0.2114
H 0.07 -1.16 -2.38  0.2151
H 1.88 0.35 -2.03  0.2277
H 2.73 -1.03 -2.76  0.2280
H 2.70 1.23 -0.02  0.2406
H 4.10 0.44 0.73  0.2236
H 4.14 0.88 -0.97  0.2105
H 4.83 -3.20 -1.74  0.4986
H 1.70 0.31 1.74  0.2301
H 2.89 -0.87 2.30  0.2205
H 1.16 -1.21 2.46  0.2073
H 2.17 -3.51 -0.20  0.2140
H 3.14 -3.07 1.21  0.2263
H 1.42 -3.34 1.38  0.2106
H -3.67 0.04 -1.24  0.1952

***

The lowest ΔE to the lowest compared entry with this formula, charge and spin belongs to which entry?
C18H25N2O3ReSbSe4

***

LUMO of number 1 (C18H25FN2O3)?
0.5 eV

***

The lowest ΔE to the lowest compared entry with this formula, charge and spin belongs to which entry?
C18H25N2O3ReSbSe4